106
Properties=species:S:1:pos:R:3:forces:R:3:mulliken_charge:R:1 method="wB97M-V/def2-TZVPD" total_charge=+2 homo_ev="-12.51 / -12.50" homo_lumo_gap_ha="0.0825 / 0.0727"
W -0.8213 0.0480 -1.7004 -4.216 1.546 6.206 1.46
C 3.3181 -2.7493 4.1799 -0.042 1.750 -0.753 -1.69
C 2.1104 -3.5689 3.7449 1.335 -1.556 1.899 1.50
C 1.2230 -3.7582 5.0320 -0.075 0.058 0.085 -1.58
C 2.7859 -4.9402 3.3695 -0.879 -0.005 0.533 -1.59
C 1.3401 -2.9770 2.6167 -0.921 -0.979 -0.476 -0.10
C 1.8869 -2.0828 1.7248 -0.618 1.718 -0.227 -0.84
C 0.9745 -1.3160 0.9276 1.112 -2.802 0.531 0.99
Se 1.6713 0.0082 -0.2290 -1.695 0.324 0.354 0.12
C 1.0149 1.4899 0.8330 -0.371 0.027 -0.179 0.16
C 1.6860 1.8611 1.9765 -0.282 -0.654 -1.319 -0.35
C 1.2066 2.9196 2.6938 -0.133 0.631 1.049 -0.61
C 0.0593 3.5877 2.2706 -0.246 0.631 1.079 -0.23
C -0.6118 3.3193 1.0795 0.860 -0.757 0.774 -0.52
C -0.1546 2.1431 0.4094 0.301 1.677 0.225 1.04
O -0.7215 1.7986 -0.7461 0.174 -2.941 -2.201 -0.82
C -1.7041 4.3139 0.7228 -0.214 0.149 -1.300 2.07
C -2.8514 4.1593 1.7534 0.232 1.187 0.159 -1.56
C -1.0499 5.7404 0.5761 -0.712 -0.604 0.605 -1.43
C -2.3547 3.9668 -0.6212 -0.270 -0.575 -0.342 -1.83
C 1.9535 3.2579 3.9568 0.079 1.121 1.461 1.65
C 1.4516 4.5399 4.6818 0.114 -0.299 0.272 -1.88
C 1.8573 2.1405 5.0243 -0.004 0.466 -0.753 -1.72
C 3.4575 3.5249 3.7524 -0.079 -2.027 0.036 -1.75
C -0.3542 -1.7417 0.7781 1.341 -1.462 1.670 0.19
O -1.1118 -1.0067 0.0261 -1.227 2.548 -4.710 -1.13
C -0.8548 -2.9244 1.4498 0.424 0.701 0.127 -0.61
C 0.0130 -3.4568 2.3898 0.538 0.570 0.155 -0.29
C -2.2170 -3.6110 1.1500 0.773 0.144 -1.124 2.58
C -1.9486 -4.4420 -0.1452 0.221 -0.418 0.171 -1.37
C -2.6211 -4.5762 2.2636 -0.550 -0.053 0.825 -2.08
C -3.2994 -2.5459 0.8581 0.302 0.447 0.285 -1.60
H 3.7798 -3.1304 5.0924 -0.083 -0.048 -0.224 0.47
H 3.0475 -1.6763 4.3371 0.175 -0.651 0.086 0.22
H 4.0469 -2.7601 3.3524 0.092 0.024 0.495 0.37
H 1.8405 -4.0396 5.9290 -0.503 -0.007 -1.060 0.40
H 0.3949 -4.4828 4.8990 0.651 0.157 0.147 0.35
H 0.7313 -2.8117 5.3103 0.215 -0.124 -0.216 0.39
H 3.4487 -5.2698 4.1924 -0.498 0.119 -0.304 0.44
H 3.4087 -4.8754 2.4816 -0.078 0.177 -0.212 0.37
H 2.0007 -5.6849 3.2126 0.231 -0.167 -0.066 0.33
H 2.9567 -1.8292 1.7349 -0.603 -0.046 0.133 0.43
H 2.5291 1.2972 2.3056 0.568 -0.188 0.175 0.54
H -0.3798 4.3577 2.9661 0.750 -0.700 -1.063 0.36
H -2.5839 4.5411 2.7488 -0.108 -0.154 -0.239 0.32
H -2.9935 3.1075 1.7991 -0.438 -0.992 0.431 0.46
H -3.8287 4.6061 1.4589 0.904 -0.032 -0.037 0.41
H -0.4784 6.0264 1.4805 -0.216 -0.130 -0.577 0.29
H -1.9062 6.4285 0.4969 0.506 0.061 -0.265 0.43
H -0.4006 5.7685 -0.3261 -0.460 0.105 0.639 0.32
H -2.6999 2.9301 -0.6155 -0.380 0.155 0.255 0.23
H -1.6916 3.9723 -1.4838 0.264 0.474 0.024 0.35
H -3.2199 4.6027 -0.8188 0.170 0.100 0.020 0.49
H 0.4360 4.3709 5.0681 0.121 0.359 -0.195 0.42
H 1.5177 5.4626 4.0650 -0.113 -0.588 0.413 0.32
H 2.1106 4.6310 5.5812 -0.627 0.324 -0.758 0.50
H 0.8521 1.8403 5.2799 -0.393 -0.088 -0.156 0.36
H 2.2919 2.5763 5.8990 0.366 -0.075 0.750 0.52
H 2.4506 1.2909 4.7325 0.128 -0.543 -0.066 0.40
H 3.6453 4.2224 2.9916 0.125 1.422 -0.874 0.45
H 3.9777 2.6118 3.3845 -0.155 0.365 0.565 0.30
H 3.8753 3.8497 4.7105 0.160 -0.140 -0.361 0.46
H -0.3332 -4.2766 3.0208 0.148 0.299 -0.324 0.23
H -1.3414 -5.3492 0.0741 -0.061 0.772 -0.094 0.29
H -1.4484 -3.8202 -0.9038 -0.127 -0.264 0.159 0.16
H -2.8652 -4.8441 -0.5805 -0.226 0.248 0.079 0.45
H -1.9792 -5.4551 2.3928 0.148 0.242 -0.385 0.33
H -3.6297 -4.9959 2.0953 0.366 0.394 -0.080 0.42
H -2.6252 -4.0871 3.2534 -0.202 -0.005 -0.374 0.45
H -3.2006 -2.0690 -0.1256 0.213 -0.272 0.266 0.06
H -3.2284 -1.7319 1.6039 -0.278 -0.379 -0.251 0.38
H -4.2932 -2.9728 0.8741 -0.228 -0.251 0.256 0.47
N -4.9085 -0.6809 -4.1510 -1.371 1.505 0.488 -0.22
C -3.4670 -0.2928 -4.3202 1.131 -1.184 0.899 0.73
C -3.0765 0.1326 -5.7690 0.339 -0.990 0.821 -1.27
P -3.0462 1.0505 -2.9015 -5.099 1.186 -0.030 -0.81
O 1.9984 3.0399 -6.9367 -1.085 -3.818 1.497 -0.49
O -3.0215 0.2715 -1.5033 2.425 -0.413 -1.525 -0.37
O -1.5737 1.2741 -3.2411 3.709 -1.453 0.722 -0.37
P -2.5222 -1.8329 -3.8593 -1.003 -0.809 -0.349 0.57
O -3.6555 -2.7266 -3.0757 0.492 0.021 -0.496 -0.65
O -2.0727 -2.5179 -5.0732 0.525 -0.201 -0.021 -0.76
O -1.4723 -1.5297 -2.7632 0.380 0.855 0.392 -0.44
H -5.4990 0.1510 -3.8709 0.744 -0.626 -0.222 0.39
H -5.0162 -1.3845 -3.3927 0.152 0.131 -0.482 0.35
H -5.3537 -1.0287 -5.0067 0.313 -0.209 0.089 0.38
H -2.6741 1.1347 -5.7424 -0.103 0.404 -0.209 0.28
H -3.9276 0.0540 -6.4594 0.283 0.140 0.158 0.35
H -2.2713 -0.5787 -6.0968 -0.887 0.749 0.034 0.32
H 1.1953 3.5840 -6.6656 0.876 -1.337 -0.149 0.36
H -3.7307 -3.5882 -3.5383 0.041 0.432 0.360 0.30
C 3.7937 -1.7135 -4.6960 1.090 -0.062 -1.532 -0.96
Si 2.7691 -0.2497 -5.0198 0.065 0.548 2.147 -0.14
C 2.0410 0.2101 -6.6193 0.898 -0.993 -1.149 -0.33
C 3.8483 1.2464 -4.7039 0.316 1.185 -0.945 -0.95
C 1.4306 -0.2996 -3.8514 -1.740 0.607 2.592 1.05
C 0.7314 -0.1562 -2.8310 2.738 -0.361 -4.177 0.37
H 4.7523 -1.5186 -5.2048 -0.156 -0.461 0.303 0.35
H 3.3252 -2.5747 -5.1136 -0.155 -0.895 -0.242 0.38
H 3.9379 -1.8523 -3.6373 -0.053 0.246 0.420 0.38
H 2.8294 0.2477 -7.3824 -0.643 0.403 -0.431 0.38
H 1.8176 1.8249 -6.5480 0.219 5.248 -1.223 0.14
H 0.9972 0.2318 -6.9094 -0.122 0.200 -0.207 0.48
H 4.8380 1.0240 -5.1337 -0.307 0.161 -0.013 0.34
H 3.9676 1.3934 -3.6421 -0.130 -0.268 0.523 0.35
H 3.4668 2.2007 -5.1100 0.323 -0.458 0.125 0.39

99
Properties=species:S:1:pos:R:3:forces:R:3:mulliken_charge:R:1 method="wB97M-V/def2-TZVPD" total_charge=+1 homo_ev="-10.44 / -11.68" spin_multiplicity=6 homo_lumo_gap_ha="0.2696 / 0.2185"
O 2.4072 1.1365 -1.2808 -0.189 -0.102 -0.901 0.13
O 4.0680 -3.7083 1.0461 -1.000 -0.585 0.487 -0.35
C 2.3399 0.3606 -2.4869 -0.081 -0.350 -0.079 0.15
C 2.8992 1.1874 -3.6259 0.128 0.147 -0.033 -1.60
H 1.2999 0.0697 -2.6950 0.258 0.258 0.182 -0.29
H 2.8769 -0.5951 -2.3715 -0.106 0.461 -0.071 0.57
H 2.2253 2.0315 -3.8441 0.240 -0.262 0.006 0.29
H 3.0281 0.5766 -4.5350 -0.022 0.294 0.302 0.37
H 3.8677 1.6065 -3.3014 -0.319 -0.211 -0.342 0.34
C 3.1842 0.5507 -0.2577 -0.125 -0.530 0.603 0.75
C 4.3788 -0.3016 -0.6777 0.230 -0.415 0.227 -1.63
H 2.4865 -0.0962 0.2993 0.309 0.060 0.341 -0.03
H 3.5212 1.3482 0.4128 -0.234 -0.025 -0.337 -0.38
H 4.1068 -1.3681 -0.6574 0.234 0.286 -0.134 0.39
H 5.1651 -0.1655 0.0728 -0.041 -0.092 -0.194 0.43
H 4.8000 -0.0687 -1.6638 -0.105 0.156 0.325 0.38
C 3.3183 -3.3491 2.2021 0.511 0.186 0.151 0.34
C 3.4188 -4.7487 0.3064 0.517 0.012 -0.262 0.18
C 4.1891 -2.4005 3.0061 -0.033 0.164 -0.072 -1.22
H 3.0785 -4.2347 2.8305 0.059 0.255 -0.500 0.46
H 2.3773 -2.8681 1.8852 0.051 -0.112 0.224 -0.34
H 5.1900 -2.8268 3.1401 -0.259 0.012 -0.005 0.32
H 3.7531 -2.2086 3.9855 -0.013 0.005 0.050 0.40
H 4.2997 -1.4422 2.4923 0.019 -0.055 0.003 0.15
C 4.5537 -5.4970 -0.3700 0.133 -0.102 0.027 -1.36
H 2.7281 -4.2924 -0.4284 0.087 -0.207 0.226 -0.01
H 2.8450 -5.4392 0.9630 0.260 0.493 -0.183 0.39
H 5.1404 -4.8116 -0.9895 -0.091 -0.080 0.090 0.29
H 4.2164 -6.3216 -0.9972 -0.123 0.008 0.006 0.40
H 5.2159 -5.9003 0.4087 -0.156 0.082 -0.259 0.30
H -0.8251 -1.4666 0.3181 0.473 0.800 0.340 -0.60
Ru -0.6330 1.4879 -0.0757 1.065 -0.619 -0.345 0.03
C -0.0168 -2.0053 -0.1808 0.344 0.157 -0.512 1.56
Si -1.2049 -3.4204 -0.5263 0.646 0.008 0.978 0.16
H 0.4275 -1.4375 -1.0006 -0.306 0.118 -0.277 -0.21
H 0.8104 -2.2139 0.4990 -0.294 -0.117 0.214 -0.86
C -0.3882 -4.7551 -1.5957 -0.339 0.048 0.181 -1.06
C -2.6600 -2.5813 -1.3722 -0.331 -0.470 0.043 -0.56
C -1.5880 -3.6414 1.3678 0.057 -0.472 -0.537 -0.74
C 0.4757 3.1709 -0.0039 1.196 1.368 -1.033 -0.96
Si 1.6161 3.4973 1.5153 0.112 0.109 -0.041 1.00
H -0.1933 4.0321 -0.2607 0.418 -0.523 0.577 0.56
H 1.0633 3.0002 -0.9385 -0.196 0.018 0.553 0.36
C 3.0761 4.3901 0.7221 -0.199 0.234 -0.216 -1.34
C 2.4348 2.1733 2.5683 0.068 -0.268 0.108 -1.15
C 0.4960 4.6006 2.5152 -0.035 0.215 0.270 -1.34
H -0.6583 -3.5570 1.9661 -0.411 -0.086 -0.408 0.21
H -2.0619 -4.5904 1.6275 -0.078 0.095 0.075 0.49
H -2.2559 -2.8164 1.6777 0.214 -0.345 -0.162 0.01
H -0.0239 -4.2275 -2.4920 -0.007 -0.177 0.231 0.34
H -1.0481 -5.5632 -1.9415 0.098 0.244 0.183 0.37
H 0.4693 -5.2120 -1.0827 -0.183 0.166 -0.134 0.24
H -2.3317 -1.6789 -1.8834 0.079 0.034 -0.269 0.01
H -3.4260 -2.2758 -0.6520 0.093 -0.095 0.025 0.14
H -3.1496 -3.2453 -2.0892 0.021 0.131 -0.072 0.57
H 3.5255 2.2816 2.5322 -0.185 0.034 -0.033 0.42
H 2.1865 1.1455 2.2872 0.070 0.214 0.130 0.09
H 2.1193 2.3146 3.6077 0.001 -0.076 -0.145 0.55
H 1.0719 5.1599 3.2627 -0.187 -0.037 -0.054 0.38
H -0.2736 4.0116 3.0330 0.264 0.168 -0.093 0.29
H -0.0153 5.3162 1.8596 0.157 -0.016 0.157 0.30
H 3.2500 5.3187 1.2787 0.115 -0.067 -0.158 0.40
H 2.8729 4.6395 -0.3253 0.118 0.131 0.178 0.36
H 3.9895 3.7839 0.7524 -0.222 0.119 0.026 0.34
O -0.1496 1.5936 2.7186 -1.242 -0.840 -1.125 -0.60
C -0.8730 1.0268 1.9050 0.236 -0.166 2.680 -0.06
C -1.9817 0.1163 2.3797 -1.000 -0.226 0.271 0.58
C -2.1077 -0.3584 3.6950 0.384 0.172 0.078 -0.59
C -3.2639 -1.0208 4.1031 -0.179 -0.238 -0.281 -0.63
C -4.3238 -1.2353 3.1948 0.461 0.182 0.011 -0.60
C -4.2172 -0.7717 1.8817 0.057 -0.231 0.191 -0.84
C -3.0547 -0.0906 1.4808 0.843 -0.393 0.639 0.93
P -2.6878 0.6039 -0.1167 -1.950 -0.374 0.339 0.32
C -4.2089 1.4903 -0.4486 -0.339 0.084 -0.954 0.37
C -5.0311 1.1467 -1.5419 0.259 0.371 0.483 -0.35
C -6.2064 1.8668 -1.7469 -0.176 0.073 -0.029 -0.65
C -6.5506 2.9133 -0.8818 0.303 -0.085 0.027 -0.49
C -5.7157 3.2596 0.1897 -0.214 -0.110 -0.260 -0.74
C -4.5471 2.5388 0.4116 -0.101 0.020 -0.071 -0.20
C -1.3132 1.8563 -1.9750 -0.342 -0.002 -0.238 0.30
C -1.8510 3.1410 -2.1075 0.222 -0.374 -0.548 0.35
C -1.8670 3.6971 -3.3848 0.079 0.087 0.028 -1.15
C -1.3966 2.9571 -4.4737 0.128 -0.554 0.074 -0.63
C -0.9684 1.6302 -4.3129 0.069 -0.223 0.029 -1.05
C -0.9540 1.0365 -3.0411 -0.279 0.661 -0.133 0.10
H -1.2812 -0.1959 4.3946 -0.348 -0.009 -0.225 0.50
H -3.3523 -1.4136 5.1252 0.111 0.281 -0.512 0.42
H -5.2064 -1.7902 3.5284 0.305 0.289 -0.222 0.42
H -5.0173 -0.9791 1.1676 0.215 0.208 0.179 0.42
H -4.7283 0.3302 -2.2003 -0.182 0.267 0.116 0.41
H -6.8638 1.6247 -2.5905 0.307 0.068 0.400 0.41
H -7.4705 3.4721 -1.0509 0.239 -0.143 0.038 0.40
H -5.9822 4.0918 0.8409 0.066 -0.248 -0.137 0.43
H -3.8860 2.7786 1.2462 -0.226 0.028 -0.146 0.42
H -2.1731 3.6719 -1.2083 -0.090 0.072 -0.487 0.62
H -2.2147 4.7150 -3.5389 0.002 -0.149 0.044 0.47
H -1.3702 3.3944 -5.4716 -0.093 -0.058 0.297 0.43
H -0.6305 1.0463 -5.1741 -0.183 0.280 0.224 0.45
H -0.6644 -0.0031 -2.8362 -0.116 0.489 -0.435 0.65

no.,total energy (Eh),maximum force (eV/A)
1,-5464.61521,7.7
2,-2608.35059,2.7